# 1
13
Properties=species:S:1:pos:R:3:nbo_charge:R:1 method="wB97M-V/def2-TZVPD" energy_ha=-595.88077 multiplicity=1 charge=0 lumo_ev="-0.14 / 0.03" de_lowest_kj_mol=322.6 homo_lumo_gap_ev="7.3 / 6.5"
Si -0.576 -1.360 -0.472 1.38
O 2.533 0.357 2.149 -0.50
O -0.575 -2.570 -1.554 -1.09
C 0.347 1.201 1.277 -0.55
C 1.348 0.313 2.165 0.48
C 0.509 0.000 -0.889 -0.81
C 0.827 1.069 -0.062 -0.17
H -0.653 0.807 1.441 0.22
H 0.452 2.192 1.708 0.25
H 1.018 -0.052 -1.841 0.25
H -1.464 -1.625 0.642 -0.18
H -1.342 -3.075 -1.805 0.51
H 1.630 1.725 -0.374 0.21

---

# 2
14
Properties=species:S:1:pos:R:3:nbo_charge:R:1 method="wB97M-V/def2-TZVPD" energy_ha=-595.24887 multiplicity=1 charge=+2 lumo_ev=-10.60 de_lowest_kj_mol=0.0 homo_lumo_gap_ev=7.9
Sn 0.361 -0.158 -3.189 1.77
O -0.574 -0.023 -1.355 -0.80
O 1.546 -0.216 -1.689 -0.76
O 0.741 -0.049 0.421 -0.38
C 0.655 -0.059 -0.849 1.03
C 2.045 -0.198 1.035 -0.28
C -2.985 0.503 0.241 -0.24
C -2.241 0.142 1.124 -0.21
H -3.662 0.797 -0.544 0.29
H -1.322 0.071 -0.688 0.58
H 2.688 0.624 0.707 0.24
H 1.856 -0.150 2.108 0.26
H -1.569 -0.115 1.927 0.28
H 2.461 -1.169 0.751 0.24

---

# 3
14
Properties=species:S:1:pos:R:3:nbo_charge:R:1 method="wB97M-V/def2-TZVPD" energy_ha=-554.13312 multiplicity=2 s_squared=0.755 charge=0 lumo_ev="0.12 / 0.01" de_lowest_kj_mol=109.3 homo_lumo_gap_ev="5.5 / 9.4"
Tl 2.912 -2.136 -0.603 0.77
O 1.257 1.408 0.106 -0.52
O 2.989 -0.027 -0.010 -0.88
O 0.911 -0.858 0.217 -0.65
C 1.808 0.186 0.417 0.71
C -0.144 1.332 -0.077 -0.11
C -1.693 -0.678 0.328 -0.65
C -0.475 -0.126 -0.363 0.08
H -0.482 -0.329 -1.443 0.19
H -1.806 -1.751 0.125 0.23
H -0.402 1.992 -0.915 0.20
H -0.655 1.685 0.833 0.17
H -1.616 -0.525 1.415 0.23
H -2.604 -0.173 -0.030 0.23

---

# 4
14
Properties=species:S:1:pos:R:3:nbo_charge:R:1 method="wB97M-V/def2-TZVPD" energy_ha=-457.00705 multiplicity=1 charge=-2 lumo_ev=6.83 de_lowest_kj_mol=42.5 homo_lumo_gap_ev=8.0
O 0.161 -0.731 -3.204 -0.82
O 0.051 0.624 3.292 -0.81
O -1.960 0.239 2.358 -0.81
O 1.933 -0.374 -1.858 -0.80
C -0.124 -1.110 1.643 -0.74
C -0.732 0.030 2.508 0.76
C 0.097 1.170 -1.792 -0.75
C 0.806 -0.102 -2.325 0.76
H -0.517 1.578 -2.590 0.19
H -0.526 0.870 -0.944 0.22
H -0.269 -0.789 0.607 0.22
H 0.788 1.853 -1.293 0.20
H -0.653 -2.053 1.779 0.18
H 0.944 -1.204 1.820 0.20